No. 1
DFT (ωB97M-V with the def2-TZVPD basis set) results for a structure of composition C11H16Cl2N7PdS5.

* charge: +1
* spin multiplicity: 3
* energy above the lowest of the compared OMol25 structures with the same formula, charge and spin: 10.2 kcal per mole
* electronic energy: -3850.9506 Eh
* frontier orbital gap (alpha / beta): 0.2853 / 0.2083 Ha
* molar mass: 583.96 g/mol
* highest occupied orbital energy (alpha / beta): -10.69 / -10.85 eV

XYZ file:
```
42
Properties=species:S:1:pos:R:3:forces:R:3:nbo_charge:R:1
Pd 0.424 1.219 0.669 -0.3090 -0.4425 0.0737 0.6197
C 3.613 -3.831 0.271 0.0330 -0.0074 0.0587 -0.7376
S 4.485 -2.818 -0.946 -0.0058 -0.0639 -0.1250 0.3718
C 4.403 -1.200 -0.335 -0.4399 0.1957 0.1536 -0.3976
C 3.254 -0.452 0.035 0.5352 -0.2916 -0.1724 -0.4169
S 1.676 -0.961 -0.028 -0.1471 0.0755 0.0617 -0.0325
S 3.598 1.195 0.477 0.1118 0.1460 0.2530 0.4760
C 5.318 1.204 0.188 -0.2031 -0.0547 -0.6009 -0.6101
S 6.267 2.510 0.231 0.0589 0.0675 0.2397 0.1275
S 5.885 -0.356 -0.353 0.2758 -0.0082 0.1690 0.5805
H 3.648 -4.837 -0.143 0.0393 0.0045 0.0057 0.2495
H 2.581 -3.531 0.389 -0.0813 0.0670 -0.0100 0.2388
H 4.143 -3.813 1.221 -0.0132 0.0088 -0.0118 0.2323
C -4.279 -2.131 -0.217 -0.1569 -0.0198 -0.0224 -0.6507
C -3.571 -0.829 -0.101 0.0516 0.0283 0.0431 0.1868
C -4.029 0.472 -0.074 0.1239 -0.2316 -0.0322 -0.3386
C -2.879 1.272 0.039 -0.0915 0.0643 -0.0226 0.1669
N -1.790 0.519 0.079 0.2056 0.2479 0.2004 -0.3711
N -2.229 -0.752 0.006 -0.0424 0.0240 -0.1171 -0.3298
C -2.806 2.759 0.096 0.0903 0.1710 0.0584 -0.6451
H -5.353 -1.961 -0.246 0.0115 -0.0243 0.0076 0.2427
H -4.064 -2.781 0.631 0.0125 -0.0053 0.0354 0.2292
H -4.000 -2.659 -1.128 0.0251 0.0054 -0.0284 0.2338
H -5.052 0.797 -0.131 -0.0634 0.0148 -0.0023 0.2372
H -1.566 -1.508 -0.003 -0.0208 0.0229 0.0349 0.4108
H -3.743 3.172 0.464 -0.0002 -0.0023 -0.0008 0.2361
H -2.625 3.183 -0.894 -0.0065 -0.0349 -0.0026 0.2270
H -2.006 3.092 0.764 -0.0442 -0.0755 -0.0548 0.2184
N -1.170 -1.287 5.178 0.2499 0.0688 -0.0866 -0.5809
N -0.465 -0.366 4.418 -0.0872 0.0643 0.1701 0.1860
N 0.153 0.651 4.965 0.0738 0.0442 -0.0810 -0.2493
C 0.583 1.294 3.886 0.0559 0.0975 0.2029 0.1393
N 0.221 0.672 2.766 -0.1481 -0.2214 -0.1049 -0.3528
N -0.463 -0.402 3.130 0.0402 0.0618 -0.3098 -0.0452
H -0.734 -1.266 6.096 -0.1206 -0.1072 0.0113 0.3954
H -1.034 -2.191 4.737 -0.0680 -0.0382 0.1129 0.3871
H 1.161 2.200 3.922 0.0052 0.0354 0.0110 0.2298
Cl 0.994 3.954 1.114 -0.0067 0.0074 -0.0983 0.0027
C 0.831 4.197 -0.636 -0.0188 0.0935 -0.0469 -0.3822
Cl 0.641 2.649 -1.500 0.0499 0.0313 0.0135 0.0275
H 1.732 4.678 -0.999 -0.0593 -0.0070 0.0029 0.2456
H -0.062 4.787 -0.817 0.0847 -0.0117 0.0110 0.2420
```
Forces are in eV/Å.



No. 2
DFT (ωB97M-V with the def2-TZVPD basis set) results for a structure of composition H31O16.

* charge: 0
* spin multiplicity: 2
* energy above the lowest of the compared OMol25 structures with the same formula, charge and spin: 9.9 kcal per mole
* electronic energy: -1222.2528 Eh
* frontier orbital gap (alpha / beta): 0.3609 / 0.1633 Ha
* molar mass: 287.23 g/mol
* highest occupied orbital energy (alpha / beta): -10.60 / -10.60 eV

XYZ file:
```
47
Properties=species:S:1:pos:R:3:forces:R:3:nbo_charge:R:1
O -0.810 0.931 0.976 -0.1898 -0.6560 -0.2028 -0.9711
H -4.020 2.371 2.832 -0.4679 0.4443 -0.5945 0.4601
H 3.108 0.784 1.883 -1.0527 -0.3384 0.4385 0.5111
O 2.106 -2.076 3.427 0.6383 0.7098 -1.7158 -0.9508
H -1.105 0.685 1.866 -0.1034 -0.1079 -0.3059 0.4827
H -1.211 0.206 0.443 0.3104 0.7987 0.5188 0.4877
O -3.059 -0.515 2.229 -0.0784 0.1191 -0.3776 -0.9705
H 2.465 -1.427 2.744 -0.5169 -1.3139 1.9795 0.4606
H 2.068 -0.430 1.179 -0.6639 -0.4215 -0.9787 0.4286
O 2.258 0.323 2.150 2.1202 0.5083 -1.7914 -0.6949
H 4.103 2.196 3.199 0.5544 0.2532 0.2458 0.4532
H 1.637 -1.505 4.038 -0.1347 0.0708 0.3575 0.4789
O 3.437 2.889 3.247 -1.5499 -1.5400 -0.2297 -0.9130
H -0.295 0.188 -2.432 0.0424 -1.3140 -0.3150 0.5142
H 1.276 0.382 3.296 -0.6419 0.3282 0.5079 0.4712
O 4.378 -1.604 -1.398 -1.3533 0.2799 0.1164 -0.9502
H 4.106 -2.253 -2.068 0.2054 0.2568 0.2425 0.4745
H 3.518 -1.198 -1.117 1.0988 -0.5704 -0.3636 0.4742
O -4.339 1.161 -2.234 0.3970 -0.3986 0.0106 -0.9559
H -4.480 0.427 -1.616 -0.1455 0.5135 -0.1386 0.4774
H -5.015 1.819 -2.062 -0.2681 -0.0610 0.2031 0.4802
O -2.474 3.478 -3.433 -0.4419 1.1566 -0.8372 -0.9591
H -2.981 3.030 -2.765 0.3185 -0.7232 0.3990 0.4843
H -2.788 -1.347 1.800 0.1069 0.3632 0.6795 0.4977
O 0.738 -1.091 -5.079 -0.1666 -0.1702 0.5765 -0.9938
H 0.396 -1.169 -4.139 0.5591 0.2918 -1.2697 0.4967
O -0.366 -3.747 -4.128 -0.3106 0.3179 -0.0070 -0.9501
H -0.710 -3.308 -3.339 0.1478 -0.1597 -0.0731 0.4637
H -0.493 -3.075 -4.818 0.2563 -0.1939 0.1067 0.4843
O 1.929 -1.229 0.392 0.7123 0.7342 1.0802 -0.7533
H -2.940 -0.578 3.181 0.0411 -0.5062 -0.1293 0.4760
H 2.613 2.323 3.331 1.0612 1.3302 0.2537 0.4680
O 0.839 0.844 4.041 -0.1978 0.3511 -0.0140 -0.9067
H 1.457 1.385 -1.860 -0.2743 -0.2007 0.5805 0.4903
H 0.328 1.556 3.620 0.1201 -0.2859 0.2077 0.4782
O -0.569 -2.005 1.217 2.2945 -1.4092 2.5189 -0.9759
H -0.074 -2.500 1.980 -2.0247 0.7209 -1.5306 0.4779
H 0.265 -1.563 0.967 -0.7708 0.3984 -0.8909 0.4776
O -4.011 2.855 1.980 0.1770 -0.5701 1.0942 -0.9287
H -1.476 -0.771 -2.786 0.7073 0.0226 -0.2677 0.4815
H -3.122 2.633 1.698 0.2880 0.0878 -0.6099 0.4691
O -0.502 -0.702 -2.848 -1.2558 0.8921 1.0549 -0.9910
H 1.592 -1.531 -5.134 -0.1498 -0.0542 0.1314 0.4618
H -1.574 3.175 -3.498 0.1636 -0.5098 0.4254 0.4739
O 0.662 1.129 -1.363 0.2688 0.6638 -0.9619 -0.9592
H 2.254 -2.012 0.875 0.0611 -0.2005 -0.4371 0.4903
H 0.879 0.865 -0.471 0.1080 0.0916 0.3130 0.4985
```
Forces are in eV/Å.



No. 3
DFT (ωB97M-V with the def2-TZVPD basis set) results for the ion C7H11N4S with charge +1.

* charge: +1
* energy above the lowest of the compared OMol25 structures with the same formula, charge and spin: 170.5 kcal per mole
* electronic energy: -890.0226 Eh
* frontier orbital gap (alpha / beta): 0.2562 / 0.2572 Ha
* molar mass: 183.26 g/mol
* highest occupied orbital energy (alpha / beta): -11.82 / -11.29 eV

XYZ file:
```
23
Properties=species:S:1:pos:R:3:forces:R:3:nbo_charge:R:1
C 0.972 1.806 -0.126 0.5095 -0.2132 1.4163 0.2979
C -0.353 0.129 -0.644 0.5674 0.0735 -1.3523 -0.0125
C -0.850 -1.754 1.245 1.9581 2.1683 -0.0515 0.1001
C 0.047 -2.481 0.380 -2.9930 -0.5990 -0.0868 -0.4699
C 1.554 2.852 0.711 0.9589 1.9166 -1.2245 -0.6647
C -1.636 -1.984 2.457 -0.7400 -0.0695 -1.2436 -0.7032
C -0.043 0.428 -3.141 -0.2930 -1.9388 1.0016 -0.4156
N 0.853 1.796 -1.382 0.2991 1.4738 -2.7314 -0.1737
N 0.138 0.377 1.614 -0.4295 -2.0452 1.7780 -0.1728
N 0.067 0.847 -1.757 -1.4715 -1.2263 -0.0719 -0.1276
N 0.297 0.694 0.401 -1.2160 0.0118 -0.6087 -0.1589
S -1.181 -1.419 -0.559 0.2572 0.7778 0.9111 0.7168
H 1.006 -2.248 0.124 2.6732 0.9725 -0.1243 0.2591
H -0.211 -3.495 0.140 -0.0644 -0.7559 0.0812 0.2533
H 1.893 2.353 1.586 0.3894 0.2208 1.1088 0.2474
H 2.402 3.497 0.209 -1.5905 -1.7624 0.7813 0.2728
H 0.746 3.583 0.887 0.3448 -0.2881 0.5363 0.2533
H -1.003 -1.952 3.314 0.6895 -0.7371 0.5573 0.2856
H -2.343 -2.800 2.346 0.3323 -0.6770 0.3835 0.2520
H -2.256 -1.151 2.611 -0.9361 1.4315 0.0573 0.2647
H 0.205 1.175 -3.818 0.2638 1.7856 -0.7757 0.2538
H 0.760 -0.304 -3.222 -0.4063 -0.6047 -0.6449 0.2150
H -1.066 0.052 -3.377 0.8972 0.0849 0.3031 0.2273
```
Forces are in eV/Å.